115
Properties=species:S:1:pos:R:3:forces:R:3 method="wB97M-V/def2-TZVPD" orbital_gap_ha="0.3220 / 0.1899" s_squared=0.752 multiplicity=2 e_homo_ev="-9.849 / -9.849" lumo_ev="-1.1 / -4.7" e_above_lowest_kj_mol=0.0
Cu -1.665712 -5.759998 -11.353546 0.3661 0.0472 2.1229
N -1.655573 -10.283781 -12.562846 2.4733 3.5802 1.8550
S -2.403931 -10.773173 -11.275912 -4.2195 -4.9917 0.0324
O -3.240631 -9.845299 -10.562674 1.0564 0.3804 -0.1023
O -1.784252 -11.872290 -10.606889 0.3946 1.0665 0.6142
F -3.507894 -11.609163 -12.123027 0.0819 0.6423 0.0231
S -0.603386 -9.238896 -11.756838 3.0013 -0.7167 -2.9248
O 0.283743 -9.848656 -10.800328 -1.5746 1.0040 -0.3479
O -1.025236 -7.858844 -11.597471 -0.8052 0.1700 0.3399
F 0.411876 -9.011177 -12.995848 -0.7088 -0.1818 0.1402
C 0.005793 -3.263903 -8.050303 0.9994 -1.2483 0.8442
F 1.125227 -3.671924 -8.633010 -0.0476 0.3235 -0.8878
F 0.301739 -3.190219 -6.760821 -0.6018 0.2693 0.4160
F -0.324913 -2.060252 -8.482020 -0.3235 -0.1260 -0.3142
S -1.384247 -4.563440 -8.286412 -1.6225 0.9811 -0.0824
O -1.731009 -5.060056 -6.981461 1.1086 -0.5782 -0.9932
O -2.440548 -3.798857 -8.869293 0.0440 0.2294 -1.1453
N -0.785327 -5.689564 -9.475635 -0.0685 3.0794 3.1384
S 0.262447 -6.548767 -8.555236 1.3283 -4.9911 -0.3718
O 0.818205 -6.090462 -7.294276 -0.8073 1.0118 -1.8031
O -0.304623 -7.879197 -8.508170 0.3655 0.7569 -0.1339
C 1.810260 -6.737649 -9.689839 -0.1774 0.2805 1.5799
F 2.584845 -5.672286 -9.511930 0.1310 0.1894 -0.2483
F 2.466553 -7.801099 -9.231726 -0.2054 0.0311 -0.1082
F 1.573876 -6.890588 -10.973919 -0.3581 0.0000 -0.4177
O 0.542806 1.413140 -13.743183 -0.5842 -0.2753 0.8200
S -0.594402 1.690001 -12.911060 0.0277 0.9775 -0.2353
O -1.804588 0.916147 -13.006867 0.5262 -0.0768 0.2021
O -0.105562 1.649780 -11.398520 0.6752 0.2438 -0.6442
C -1.061179 1.933472 -10.369794 -1.0870 -1.0225 1.1108
C -1.082369 0.758393 -9.389947 0.6583 -0.4832 0.4218
C -1.065819 3.396392 -13.203383 0.4326 0.3099 -0.4045
H -2.048621 1.963720 -10.830806 -0.0443 0.3657 0.0552
H -0.847263 2.857623 -9.837950 0.2976 0.1887 -0.4229
H -1.305629 -0.158456 -9.934986 -0.0934 -0.0127 0.0486
H -1.728839 0.826044 -8.511861 -0.6817 0.4884 -0.5427
H -0.148092 0.573347 -8.851458 0.4372 0.2643 -0.6563
H -0.766575 3.644356 -14.222619 -0.1539 -0.4323 -0.1506
H -0.489532 4.116482 -12.623373 -0.1350 -0.3189 0.4793
H -2.139737 3.527356 -13.115992 0.0379 -0.0616 0.2789
O -5.014411 -3.511932 -12.282442 0.9844 0.6368 -0.0861
S -3.770616 -2.866593 -11.930327 -1.5411 -0.0034 0.4043
O -2.655565 -3.707102 -11.590965 0.8717 -0.5127 -0.6615
O -3.251276 -1.921443 -13.116934 -0.0561 -0.0901 1.3595
C -4.280868 -1.150743 -13.815496 -0.3979 -0.9609 -0.7882
C -3.703634 -0.265401 -14.871282 -0.2811 0.6973 -2.3343
C -4.100578 -1.811676 -10.500497 -0.1500 0.3874 -1.6403
H -4.979880 -0.643978 -13.151609 0.4201 0.0569 0.3983
H -4.827244 -1.944964 -14.326549 -0.4556 0.3276 0.0317
H -3.538580 -0.782960 -15.824868 0.6440 -0.6965 0.4863
H -2.861835 0.406391 -14.727345 -0.1820 -0.4385 0.6735
H -4.493021 0.359957 -15.310053 -0.3423 0.2432 0.8548
H -4.396487 -2.473936 -9.693559 0.3070 0.0048 0.1180
H -4.931196 -1.181041 -10.822419 -0.1809 -0.1657 0.1441
H -3.266099 -1.133902 -10.339654 0.2368 -0.4438 0.3650
O -3.330633 -6.455482 -10.274306 -0.5763 0.1771 -0.8407
S -4.467751 -6.735443 -9.407870 0.0018 -0.4411 2.9772
O -5.054928 -5.682785 -8.600622 0.3972 -0.4177 -1.6639
O -5.590254 -7.501801 -10.240352 1.6822 0.7892 0.2920
C -6.974806 -7.171109 -10.142845 -1.5968 -0.2592 -0.4846
C -7.491831 -6.816315 -11.513936 0.0608 0.4545 -1.3650
C -3.916887 -7.997499 -8.219316 -1.2092 -0.7100 -1.2252
H -7.238694 -6.341549 -9.487073 0.7430 -0.0825 0.3070
H -7.470879 -8.067143 -9.766683 0.1348 -0.0090 0.0483
H -7.153003 -5.820934 -11.816238 -0.1225 0.1163 0.2761
H -8.578260 -6.845896 -11.611660 -0.0339 0.1321 0.5302
H -7.159348 -7.432518 -12.353353 0.3004 -0.4985 0.5009
H -4.668081 -8.068752 -7.434803 0.1189 0.6412 0.1650
H -2.897308 -7.889433 -7.863216 0.0159 0.3630 -0.2069
H -4.059884 -8.931241 -8.768064 0.6366 0.0257 -0.0526
O 5.427045 -11.811637 -11.912159 -0.5844 1.2264 -0.7777
S 4.926972 -10.576174 -12.466154 -1.3840 1.0720 0.1269
O 5.733625 -9.705109 -13.295707 -0.2428 -0.8309 0.7155
O 3.558671 -10.904487 -13.302673 1.4306 -0.4866 0.8177
C 3.104343 -9.990079 -14.284912 -0.6401 0.0386 -1.2101
C 2.145937 -10.727166 -15.249069 0.3717 0.8617 0.2138
C 4.164639 -9.584710 -11.109654 0.3476 -0.4962 -0.9533
H 3.880561 -9.526031 -14.896539 0.5882 -0.5826 0.3454
H 2.608001 -9.124939 -13.836663 -0.2329 -0.2967 0.3049
H 2.455450 -11.710672 -15.596565 0.4552 0.0168 0.3427
H 2.186723 -10.073302 -16.123942 -0.6804 -0.1379 -0.1557
H 1.142710 -10.822671 -14.840395 -0.0426 0.1433 -0.0745
H 5.005479 -9.283167 -10.491273 -0.2299 -0.2592 0.4414
H 3.375627 -10.198572 -10.680819 0.4806 -0.2753 0.4761
H 3.637573 -8.689215 -11.437453 0.3834 -0.0426 -0.6700
O 5.513354 -0.432440 -5.691087 -1.4626 0.0466 -0.4021
S 4.103427 -0.145875 -5.880760 -0.4859 -0.5273 -0.4041
O 3.405459 0.638273 -4.898617 0.4231 0.0201 -0.9318
O 3.868222 0.524296 -7.361233 0.2033 0.4532 1.2787
C 4.780662 0.185344 -8.421414 0.2994 -1.2764 -0.4190
C 3.970977 -0.413476 -9.584232 1.3826 1.0965 0.7781
C 3.060782 -1.651903 -6.137107 1.4159 0.3962 1.0227
H 5.459960 -0.560311 -8.005422 0.2574 0.1479 -0.2626
H 5.369088 1.030850 -8.775689 -0.2242 0.3345 0.4864
H 4.632354 -0.489219 -10.448318 0.0259 -0.2825 0.0188
H 3.269638 0.382727 -9.831891 -0.7964 -0.7351 -0.0793
H 3.659334 -1.399748 -9.255479 -0.8386 0.1155 -0.4857
H 2.328335 -1.462991 -6.910929 0.1086 -0.0018 -0.0352
H 2.608824 -1.849740 -5.166985 -0.2150 0.1805 -0.0753
H 3.744136 -2.482157 -6.309073 -0.1326 0.0133 -0.5263
O 0.052848 -4.472309 -11.944662 -0.1688 -0.0832 0.2989
S 0.903487 -3.349306 -12.298103 2.4293 0.7912 -1.5176
O 1.873112 -2.728213 -11.429950 -1.5569 -1.0672 -0.0549
O 1.833010 -3.824526 -13.547474 -1.3506 0.1172 1.1296
C 1.334336 -4.856605 -14.420917 1.1010 -0.5443 -0.8719
C 1.826473 -4.559547 -15.831788 -0.6844 -0.3808 0.5594
C -0.028695 -2.057638 -13.074021 -0.3140 -1.2053 -0.0616
H 0.248676 -4.948369 -14.465560 -0.0309 0.2567 0.4528
H 1.770571 -5.807125 -14.108978 -0.2521 0.0262 0.3465
H 2.906931 -4.513187 -15.933648 0.0103 0.2410 0.2150
H 1.324525 -3.641555 -16.135333 0.2892 -0.0369 -0.5232
H 1.488192 -5.428705 -16.400743 -0.0682 0.3078 -0.4126
H 0.714237 -1.382291 -13.486311 -0.1779 0.4296 0.3948
H -0.752195 -1.715074 -12.338800 0.2423 0.5617 -0.0580
H -0.591100 -2.508490 -13.893126 -0.0228 -0.0328 0.0284